1.
Here is 6 unconnected molecules or ions with the total composition C22H46O6 at a distorted geometry from OMol25. Energies are from the ωB97M-V functional and the def2-TZVPD basis.

Computed properties:
Structure (SMILES) = C1CCOC1.C1CCOC1.C1CCOC1.C1CCOC1.C1CCOC1.CCO
Energy relative to the best compared isomer or geometry (same formula, charge and spin) = 15.2 kcal/mol
E_LUMO = 0.53 eV

Atoms and positions in Å:
C1 -26.105 -0.898 13.968
C2 -27.035 -1.022 12.770
C3 -27.325 -2.522 12.847
O1 -27.553 -2.729 14.246
C4 -26.839 -1.731 14.994
H1 -25.963 0.163 14.200
H2 -25.092 -1.227 13.727
H3 -26.531 -0.625 11.886
H4 -27.919 -0.392 12.874
H5 -26.445 -3.116 12.572
H6 -28.160 -2.824 12.215
H7 -26.134 -2.244 15.658
H8 -27.521 -1.177 15.639
C5 -33.849 0.010 10.816
C6 -32.673 0.355 9.871
C7 -32.777 -0.710 8.761
O2 -34.162 -0.969 8.642
C8 -34.726 -0.926 9.953
H9 -34.333 0.933 11.115
H10 -33.502 -0.566 11.671
H11 -31.692 0.310 10.333
H12 -32.897 1.310 9.396
H13 -32.230 -1.622 9.022
H14 -32.373 -0.336 7.820
H15 -34.806 -1.955 10.315
H16 -35.745 -0.555 9.821
C9 -27.439 -1.909 4.306
C10 -26.052 -2.228 4.751
C11 -26.031 -3.743 4.926
O3 -27.120 -4.250 4.157
C12 -27.833 -3.188 3.542
H17 -27.637 -0.952 3.833
H18 -28.124 -1.996 5.162
H19 -25.792 -1.697 5.672
H20 -25.295 -1.895 4.033
H21 -26.205 -3.978 5.984
H22 -25.081 -4.198 4.641
H23 -28.915 -3.329 3.597
H24 -27.601 -3.141 2.470
C13 -25.968 2.231 6.390
C14 -24.576 1.829 5.877
C15 -23.762 2.049 7.153
O4 -24.376 3.193 7.770
C16 -25.604 3.516 7.131
H25 -26.293 1.508 7.146
H26 -26.743 2.290 5.626
H27 -24.353 2.587 5.120
H28 -24.598 0.858 5.387
H29 -22.742 2.270 6.847
H30 -23.864 1.191 7.809
H31 -25.490 4.304 6.379
H32 -26.347 3.797 7.874
C17 -27.914 -0.596 8.599
C18 -27.761 -2.049 8.828
C19 -29.146 -2.548 9.144
O5 -29.793 -1.485 9.815
C20 -29.334 -0.265 9.197
H33 -27.723 -0.232 7.593
H34 -27.222 -0.123 9.302
H35 -27.139 -2.352 9.679
H36 -27.280 -2.607 8.017
H37 -29.090 -3.476 9.716
H38 -29.628 -2.851 8.200
H39 -29.161 0.528 9.924
H40 -30.041 0.101 8.450
C21 -24.126 -0.654 9.901
C22 -24.321 0.622 10.706
O6 -23.541 1.760 10.380
H41 -24.611 -0.619 8.922
H42 -24.626 -1.462 10.454
H43 -23.149 -1.130 9.792
H44 -24.117 0.318 11.747
H45 -25.358 0.949 10.794
H46 -22.657 1.577 10.716

=====

2.
Here is a molecular structure, C25H47Br2LaNO3Si2 at a distorted geometry from OMol25. Energies are from the ωB97M-V functional and the def2-TZVPD basis.

Computed properties:
Energy relative to the best compared isomer or geometry (same formula, charge and spin) = 4.1 kcal/mol
Charge = +1
E_LUMO = -3.23 eV

Atoms and positions in Å:
O1 0.673 1.001 0.818
O2 3.919 0.626 -1.749
C1 0.381 2.431 0.508
C2 -0.311 3.113 1.662
H1 -0.256 2.377 -0.381
H2 1.342 2.868 0.225
H3 -1.114 2.507 2.100
H4 -0.750 4.047 1.297
H5 0.407 3.379 2.448
C3 1.342 0.704 2.095
C4 2.626 1.485 2.258
H6 1.520 -0.385 2.115
H7 0.640 0.941 2.904
H8 3.310 1.287 1.429
H9 3.129 1.176 3.187
H10 2.437 2.563 2.315
C5 4.791 -0.513 -1.912
C6 4.557 1.892 -1.943
C7 5.321 -1.024 -0.586
H11 5.642 -0.275 -2.581
H12 4.198 -1.310 -2.387
H13 5.962 -0.278 -0.103
H14 5.916 -1.924 -0.759
H15 4.506 -1.299 0.091
C8 5.769 2.122 -1.055
H16 3.783 2.647 -1.733
H17 4.857 2.007 -3.003
H18 5.535 1.931 -0.001
H19 6.085 3.165 -1.148
H20 6.617 1.499 -1.363
H21 1.564 0.596 -1.284
La1 -0.911 -0.783 0.666
C9 1.143 -0.142 -2.007
Si1 1.417 0.211 -3.852
H22 1.633 -1.097 -1.795
H23 0.048 -0.271 -1.882
C10 1.375 2.058 -4.176
C11 0.060 -0.635 -4.865
C12 2.982 -0.386 -4.721
C13 -2.493 0.720 -0.180
Si2 -4.126 -0.101 -0.457
H24 -2.104 1.249 -1.061
H25 -2.575 1.489 0.619
C14 -4.310 -0.621 -2.255
C15 -5.564 1.044 -0.075
C16 -4.318 -1.610 0.667
H26 3.031 0.028 -5.742
H27 2.956 -1.480 -4.810
H28 3.912 -0.106 -4.209
H29 0.384 2.469 -3.933
H30 1.579 2.240 -5.243
H31 2.136 2.573 -3.569
H32 -0.912 -0.613 -4.351
H33 0.327 -1.685 -5.051
H34 -0.069 -0.151 -5.846
H35 -5.330 2.072 -0.383
H36 -5.801 1.053 0.996
H37 -6.468 0.732 -0.617
H38 -4.212 -1.361 1.732
H39 -3.636 -2.439 0.431
H40 -5.337 -1.993 0.534
H41 -5.356 -0.870 -2.475
H42 -3.694 -1.495 -2.494
H43 -4.019 0.202 -2.920
Br1 -2.963 1.953 4.731
C17 -2.835 0.058 4.692
C18 -3.485 -0.717 5.660
C19 -3.494 -2.103 5.587
Br2 -4.434 -3.095 6.929
C20 -2.839 -2.790 4.523
C21 -2.941 -4.173 4.314
C22 -2.412 -4.736 3.174
C23 -1.780 -3.911 2.235
N1 -1.662 -2.572 2.396
C24 -2.150 -2.003 3.553
C25 -2.169 -0.559 3.620
O3 -1.686 0.114 2.606
H44 -4.001 -0.217 6.469
H45 -3.469 -4.767 5.056
H46 -2.481 -5.807 2.994
H47 -1.345 -4.339 1.319

=====

3.
Here is a single C10H15PSi molecule at a distorted geometry from OMol25. Energies are from the ωB97M-V functional and the def2-TZVPD basis.

Computed properties:
Structure (SMILES) = C[Si](C)(C)/C=C/C=C\C=C/C#P
Energy relative to the best compared isomer or geometry (same formula, charge and spin) = 0.0 kcal/mol
E_LUMO = -0.30 eV

Atoms and positions in Å:
C1 -3.193 1.873 0.625
C2 -2.443 1.279 1.500
C3 -3.117 1.714 -0.790
C4 -1.336 0.350 1.296
C5 -3.196 0.493 -1.354
C6 -3.429 -0.697 -0.736
C7 -0.329 0.572 0.396
C8 0.464 -2.301 -0.267
C9 2.502 -0.317 1.489
C10 2.104 0.216 -1.430
Si1 1.207 -0.560 0.091
P1 -3.617 -2.124 -0.167
H1 -3.861 2.593 1.029
H2 -2.683 1.497 2.552
H3 -3.183 2.662 -1.295
H4 -1.385 -0.568 1.999
H5 -3.089 0.519 -2.458
H6 -0.234 1.371 -0.231
H7 -0.666 -2.323 -0.222
H8 0.647 -2.833 -1.182
H9 0.885 -2.910 0.540
H10 2.478 -1.109 2.275
H11 3.554 -0.356 1.222
H12 2.337 0.573 1.943
H13 3.105 -0.227 -1.738
H14 1.401 0.327 -2.284
H15 2.079 1.213 -0.956

=====

4.
Here is a molecular structure, C12H8Br2F5I2O5PtSeTe at a distorted geometry from OMol25. Energies are from the ωB97M-V functional and the def2-TZVPD basis.

Computed properties:
Energy relative to the best compared isomer or geometry (same formula, charge and spin) = 18.2 kcal/mol
Charge = -1
E_LUMO = 2.03 eV

Atoms and positions in Å:
Pt1 -0.307 -0.115 -0.502
F1 -3.769 2.808 -0.658
Te1 -3.191 1.453 0.488
F2 -2.875 2.901 1.634
F3 -3.661 0.372 -0.983
F4 -4.960 1.375 1.096
F5 -1.433 1.761 -0.388
O1 -2.498 0.178 1.490
Br1 -2.171 3.450 -3.657
C1 -3.204 1.880 -3.831
C2 -4.544 2.018 -4.167
C3 -5.341 0.896 -4.312
C4 -4.805 -0.370 -4.129
C5 -3.471 -0.510 -3.790
C6 -2.673 0.614 -3.633
I1 -0.679 0.328 -3.079
H1 -4.955 3.009 -4.300
H2 -6.387 1.015 -4.562
H3 -5.427 -1.249 -4.231
H4 -3.051 -1.491 -3.611
Br2 2.509 2.675 -2.558
C7 3.695 1.735 -3.693
C8 4.373 2.467 -4.660
C9 5.249 1.833 -5.525
C10 5.445 0.463 -5.424
C11 4.767 -0.263 -4.460
C12 3.884 0.361 -3.581
I2 2.888 -0.792 -2.162
H5 4.206 3.533 -4.727
H6 5.773 2.410 -6.275
H7 6.127 -0.043 -6.095
H8 4.917 -1.331 -4.379
O2 0.372 -1.930 -0.330
Se1 0.998 -1.758 1.292
O3 0.180 -2.589 2.376
O4 0.576 -0.089 1.274
O5 2.584 -1.959 1.260

=====

5.
Here is 5 unconnected molecules or ions with the total composition C16H46N4O5 at a distorted geometry from OMol25. Energies are from the ωB97M-V functional and the def2-TZVPD basis.

Computed properties:
Structure (SMILES) = COC[C@H](C)N.COC[C@H](C)N.COC[C@H](C)N.COC[C@H](C)N.O
Energy relative to the best compared isomer or geometry (same formula, charge and spin) = 50.5 kcal/mol
E_LUMO = 0.54 eV

Atoms and positions in Å:
O1 -11.288 -6.254 12.201
H1 -11.345 -6.379 11.244
H2 -11.997 -6.781 12.601
C1 -13.343 -9.033 10.746
C2 -14.089 -8.173 9.732
C3 -13.119 -7.807 8.691
O2 -12.087 -6.996 9.229
C4 -11.489 -6.260 8.212
N1 -15.220 -8.772 9.041
H3 -13.137 -10.010 10.406
H4 -13.881 -9.083 11.671
H5 -12.347 -8.530 10.940
H6 -14.505 -7.265 10.189
H7 -13.799 -7.403 7.974
H8 -12.634 -8.688 8.234
H9 -12.116 -5.368 8.097
H10 -11.408 -6.844 7.284
H11 -10.451 -5.983 8.525
H12 -14.893 -9.620 8.664
H13 -15.967 -8.950 9.706
C5 -9.139 -2.365 10.418
C6 -10.489 -1.670 10.527
C7 -11.080 -1.623 9.148
O3 -12.387 -1.165 9.187
C8 -13.097 -1.676 8.037
N2 -11.196 -2.273 11.623
H14 -8.710 -2.118 9.436
H15 -9.254 -3.442 10.406
H16 -8.481 -2.064 11.230
H17 -10.229 -0.666 10.850
H18 -10.971 -2.653 8.641
H19 -10.622 -0.905 8.496
H20 -14.190 -1.573 8.255
H21 -12.945 -2.744 7.889
H22 -12.747 -1.151 7.162
H23 -11.196 -3.324 11.483
H24 -12.148 -1.975 11.603
C9 -14.327 -6.133 16.140
C10 -14.277 -5.789 14.649
C11 -13.223 -4.630 14.227
O4 -13.499 -3.435 15.013
C12 -12.491 -2.496 14.883
N3 -13.966 -6.950 13.821
H25 -13.364 -6.467 16.442
H26 -15.188 -6.852 16.211
H27 -14.575 -5.225 16.719
H28 -15.220 -5.248 14.441
H29 -13.361 -4.495 13.114
H30 -12.201 -4.877 14.509
H31 -12.450 -2.187 13.846
H32 -11.484 -2.803 15.189
H33 -12.769 -1.660 15.511
H34 -14.512 -6.891 12.943
H35 -14.220 -7.801 14.244
C13 -15.696 1.241 8.968
C14 -15.244 1.365 10.437
C15 -15.767 0.232 11.225
O5 -15.231 -1.032 10.767
C16 -15.504 -2.065 11.682
N4 -13.813 1.545 10.537
H36 -15.321 2.016 8.330
H37 -16.747 1.401 8.947
H38 -15.505 0.286 8.520
H39 -15.627 2.258 10.985
H40 -16.878 0.182 11.100
H41 -15.456 0.343 12.228
H42 -14.773 -1.981 12.607
H43 -15.215 -3.015 11.180
H44 -16.519 -2.073 11.973
H45 -13.224 0.806 10.123
H46 -13.449 2.428 10.331

=====

6.
Here is a molecular structure, C29H25BrHfN6O6S4Sb from OMol25. Energies are from the ωB97M-V functional and the def2-TZVPD basis.

Computed properties:
Energy relative to the best compared isomer or geometry (same formula, charge and spin) = 33.5 kcal/mol
Charge = -1
E_LUMO = 1.84 eV

Atoms and positions in Å:
Hf1 -0.408 0.898 1.212
O1 -5.894 2.942 0.326
C1 -5.512 3.139 1.596
O2 -6.288 3.581 2.407
C2 -4.103 2.847 1.934
C3 -3.483 3.149 3.161
N1 -2.207 2.790 3.172
N2 -1.959 2.236 1.974
C4 -3.067 2.264 1.216
C5 -2.968 1.614 -0.104
O3 -3.784 1.803 -0.994
O4 -1.900 0.857 -0.240
H1 -5.154 2.589 -0.223
H2 -3.937 3.618 4.021
H3 -0.365 2.516 5.015
S1 0.143 1.685 5.949
Sb1 2.328 1.582 4.928
S2 2.009 0.904 2.050
S3 1.075 2.790 1.939
S4 3.166 -0.253 5.875
C6 -1.573 -3.571 1.725
O5 -0.778 -2.698 0.930
C7 -0.051 -3.232 -0.060
C8 -0.105 -4.560 -0.447
C9 0.693 -4.995 -1.497
Br1 0.607 -6.817 -2.013
C10 1.524 -4.139 -2.171
C11 1.573 -2.790 -1.794
C12 0.801 -2.338 -0.732
O6 0.799 -1.033 -0.276
C13 2.473 -1.933 -2.589
N3 3.549 -2.379 -3.179
C14 4.043 -1.300 -3.891
C15 5.170 -1.217 -4.709
C16 5.433 -0.011 -5.327
C17 4.593 1.100 -5.141
C18 3.479 1.036 -4.328
C19 3.226 -0.181 -3.703
N4 2.226 -0.609 -2.852
H4 -0.954 -4.355 2.167
H5 -2.372 -4.019 1.129
H6 -1.999 -2.954 2.510
H7 -0.757 -5.252 0.061
H8 2.147 -4.473 -2.986
H9 1.601 -0.556 -0.534
H10 5.806 -2.082 -4.848
H11 6.300 0.084 -5.967
H12 4.827 2.029 -5.647
H13 2.835 1.891 -4.185
H14 1.453 -0.061 -2.508
C20 -1.141 2.177 -2.774
C21 0.207 2.417 -2.186
N5 0.802 1.782 -1.191
C22 2.060 2.352 -1.062
C23 2.220 3.333 -1.977
N6 1.034 3.368 -2.685
H15 -1.441 1.142 -2.635
H16 -1.122 2.409 -3.841
H17 -1.910 2.787 -2.302
H18 2.742 2.024 -0.295
H19 3.037 4.002 -2.182
H20 0.789 4.005 -3.421
C24 -2.494 -1.776 4.925
C25 -3.233 -1.335 3.830
C26 -2.580 -0.759 2.753
C27 -1.192 -0.537 2.731
C28 -0.486 -0.990 3.851
C29 -1.118 -1.615 4.923
H21 -2.993 -2.227 5.775
H22 -4.311 -1.448 3.815
H23 -3.193 -0.456 1.909
H24 0.588 -0.855 3.911
H25 -0.528 -1.934 5.775

=====

7.
Here is a single C5H12O molecule from OMol25. Energies are from the ωB97M-V functional and the def2-TZVPD basis.

Computed properties:
Structure (SMILES) = CCCCOC
Energy relative to the best compared isomer or geometry (same formula, charge and spin) = 16.6 kcal/mol
E_LUMO = 1.13 eV

Atoms and positions in Å:
C1 2.447 1.044 -0.089
C2 1.210 0.491 -0.791
C3 0.003 0.412 0.140
C4 -1.246 -0.123 -0.554
O1 -2.301 -0.373 0.352
C5 -2.101 -1.526 1.128
H1 2.275 2.070 0.258
H2 3.313 1.053 -0.759
H3 2.705 0.436 0.787
H4 1.426 -0.517 -1.174
H5 0.969 1.109 -1.668
H6 0.265 -0.239 0.985
H7 -0.231 1.397 0.565
H8 -1.633 0.624 -1.258
H9 -1.002 -1.033 -1.136
H10 -2.947 -1.612 1.814
H11 -1.181 -1.477 1.725
H12 -2.044 -2.425 0.497

=====

8.
Here is a molecular structure, C4H4N2 at a distorted geometry from OMol25. Energies are from the ωB97M-V functional and the def2-TZVPD basis.

Computed properties:
Energy relative to the best compared isomer or geometry (same formula, charge and spin) = 153.9 kcal/mol
E_LUMO (spin up / spin down) = -0.62 / -0.62 eV

Atoms and positions in Å:
C1 0.654 0.165 1.092
C2 -0.706 -0.202 0.983
N1 -1.412 -0.380 -0.145
C3 -0.796 -0.201 -1.261
N2 0.008 0.025 -2.144
C4 1.365 0.368 -0.081
H1 1.039 0.259 2.116
H2 -1.298 -0.373 1.888
H3 -1.266 -0.315 -2.515
H4 2.417 0.652 0.073

=====

9.
Here is a single C11H8BrNO4S molecule at a distorted geometry from OMol25. Energies are from the ωB97M-V functional and the def2-TZVPD basis.

Computed properties:
Structure (SMILES) = Cc1cc(C(=O)OCC(=O)c2ccc(Br)s2)no1
Energy relative to the best compared isomer or geometry (same formula, charge and spin) = 0.0 kcal/mol
E_LUMO = -0.52 eV

Atoms and positions in Å:
O1 -1.626 0.795 -1.933
O2 3.240 1.850 -0.977
Br1 1.863 4.524 4.386
N1 -2.679 -1.674 -1.048
O3 -2.826 -3.027 -0.613
O4 0.495 0.132 -1.273
S1 2.872 3.142 1.689
C1 -0.838 -0.035 -1.428
C2 2.063 1.943 -0.716
C3 -1.401 -1.372 -1.044
C4 1.560 3.642 2.763
C5 0.309 3.297 2.314
C6 0.380 2.651 1.021
C7 -0.669 -2.544 -0.643
C8 1.668 2.524 0.573
C9 -1.575 -3.518 -0.406
C10 -1.263 -4.895 0.090
C11 1.000 1.438 -1.669
H1 -0.617 3.524 2.831
H2 -0.508 2.399 0.474
H3 0.417 -2.640 -0.578
H4 -1.975 -5.221 0.870
H5 -0.251 -4.901 0.482
H6 -1.330 -5.592 -0.774
H7 0.237 2.210 -1.757
H8 1.452 1.346 -2.635

=====

10.
Here is a molecular structure, C7H13FNNiO7PS at a distorted geometry from OMol25. Energies are from the ωB97M-V functional and the def2-TZVPD basis.

Computed properties:
Expectation value of S² = 2.01
Spin multiplicity = 3
Charge = +2
E_LUMO (spin up / spin down) = -8.85 / -11.40 eV

Atoms and positions in Å:
N1 -2.926 -1.555 0.116
C1 -2.021 -0.643 -0.586
C2 -0.701 -1.360 -1.158
P1 -0.713 -1.210 -3.042
O1 -1.645 -2.148 -3.726
O2 -0.707 -2.682 -0.569
C3 0.003 -2.555 0.663
O3 0.058 -3.384 1.463
O4 0.655 -1.281 0.729
C4 0.726 -0.924 -0.631
F1 1.560 -1.932 -1.197
C5 1.368 0.431 -1.049
C6 0.740 1.705 -0.364
C7 1.449 2.101 1.014
S1 0.385 1.814 2.476
O5 -0.883 1.182 2.160
O6 0.158 3.116 3.101
O7 1.209 0.774 3.444
H1 -3.218 -2.365 -0.454
H2 -2.573 -1.830 1.043
H3 -1.836 0.230 0.088
H4 -2.598 -0.265 -1.481
H5 -1.134 0.143 -3.302
H6 0.645 -1.288 -3.473
H7 1.414 0.539 -2.166
H8 2.443 0.380 -0.711
H9 -0.368 1.683 -0.250
H10 0.960 2.570 -1.051
H11 2.435 1.554 1.094
H12 1.727 3.202 0.954
H13 0.537 0.488 4.109
Ni1 2.850 3.507 2.757

=====

11.
Here is 3 unconnected molecules or ions with the total composition C4H14NOS at a distorted geometry from OMol25. Energies are from the ωB97M-V functional and the def2-TZVPD basis.

Computed properties:
Energy relative to the best compared isomer or geometry (same formula, charge and spin) = 130.8 kcal/mol
Charge = +1
E_LUMO = -7.42 eV

Atoms and positions in Å:
C1 -1.466 -0.927 -1.365
C2 -0.309 -0.986 -0.416
C3 0.608 0.202 -0.837
C4 1.504 0.914 0.217
S1 3.116 0.020 0.785
N1 -0.587 -1.006 1.012
H1 -1.971 -0.059 -1.075
H2 -2.095 -1.850 -1.337
H3 -1.183 -1.040 -2.428
H4 0.188 -1.933 -0.666
H5 1.292 -0.156 -1.608
H6 0.138 1.078 -1.391
H7 0.906 1.296 1.069
H8 1.958 1.822 -0.281
H9 2.820 -1.864 -0.258
H10 -1.459 -0.377 1.290
H11 2.482 -0.761 1.618
H12 -0.968 -1.917 1.400
H13 -1.013 2.841 1.740
H14 -2.389 2.513 1.136
O1 -1.573 2.190 1.394